No. 1
Below is a molecular structure, C103H170F10N20O22S10 at a distorted geometry, with properties calculated with ωB97M-V/def2-TZVPD.

Summary:
E_LUMO = -0.553 hartree
Total charge = +10
Frontier orbital gap = 4.926 eV
F_max = 6.89 eV/A

The geometry in XYZ format:
```
335
Properties=species:S:1:pos:R:3:lowdin_charge:R:1
C -6.577 -47.250 2.793 -0.103
C -5.669 -46.870 1.647 -0.239
C -4.453 -45.924 1.992 -0.163
C -3.771 -45.445 0.735 -0.155
N -3.034 -44.182 0.913 -0.274
C -3.937 -42.960 1.137 -0.072
C -4.541 -42.664 -0.221 -0.112
C -3.550 -43.290 -1.308 -0.106
C -2.430 -43.890 -0.464 -0.095
C -2.002 -44.239 1.993 0.038
H -6.193 -48.013 3.483 0.089
H -7.410 -47.777 2.341 0.074
H -6.947 -46.344 3.315 0.082
H -6.305 -46.347 0.941 0.084
H -5.249 -47.765 1.200 0.116
H -3.711 -46.432 2.587 0.120
H -4.817 -45.091 2.594 0.105
H -4.544 -45.380 -0.056 0.137
H -3.093 -46.205 0.375 0.144
H -3.289 -42.121 1.442 0.145
H -4.611 -43.203 1.959 0.127
H -4.675 -41.597 -0.262 0.073
H -5.464 -43.182 -0.388 0.097
H -3.168 -42.530 -1.995 0.115
H -4.073 -44.114 -1.860 0.119
H -1.641 -43.149 -0.273 0.143
H -2.010 -44.831 -0.830 0.140
H -1.205 -44.933 1.735 0.124
H -2.448 -44.432 2.951 0.108
H -1.471 -43.284 1.943 0.112
C -5.440 -48.796 -8.910 -0.101
C -5.046 -49.400 -7.574 -0.251
C -6.184 -50.051 -6.753 -0.171
C -7.153 -48.935 -6.420 -0.163
N -8.192 -49.379 -5.439 -0.292
C -9.159 -48.231 -5.102 -0.113
C -9.823 -48.498 -3.759 -0.115
C -8.697 -49.340 -3.015 -0.115
C -7.617 -49.711 -4.032 -0.083
C -8.945 -50.525 -5.964 0.020
H -5.710 -49.603 -9.626 0.098
H -4.582 -48.275 -9.352 0.078
H -6.267 -48.066 -8.873 0.064
H -4.567 -48.669 -6.907 0.110
H -4.310 -50.204 -7.680 0.122
H -5.707 -50.300 -5.789 0.121
H -6.704 -50.948 -7.185 0.136
H -7.750 -48.602 -7.284 0.138
H -6.673 -48.097 -5.952 0.126
H -9.792 -47.982 -5.944 0.129
H -8.493 -47.325 -5.076 0.144
H -10.766 -49.093 -3.843 0.123
H -10.172 -47.608 -3.225 0.115
H -9.123 -50.267 -2.575 0.130
H -8.062 -48.818 -2.291 0.116
H -7.403 -50.795 -4.040 0.145
H -6.709 -49.115 -3.926 0.132
H -8.261 -51.398 -6.059 0.122
H -9.382 -50.222 -6.902 0.119
H -9.684 -50.764 -5.201 0.115
C -0.847 -37.381 -4.381 -0.115
C -0.698 -36.375 -3.236 -0.242
C 0.302 -35.185 -3.413 -0.160
C 0.024 -34.304 -2.203 -0.124
N 1.084 -33.257 -1.903 -0.274
C 0.509 -32.314 -0.857 -0.083
C -0.306 -31.253 -1.599 -0.125
C 0.160 -31.391 -3.067 -0.125
C 1.341 -32.369 -3.048 -0.108
C 2.407 -33.864 -1.405 0.060
H -1.425 -38.223 -4.002 0.063
H 0.110 -37.855 -4.682 0.089
H -1.316 -37.009 -5.311 0.056
H -0.436 -36.967 -2.348 0.120
H -1.699 -35.963 -3.059 0.108
H 0.144 -34.618 -4.315 0.108
H 1.284 -35.669 -3.479 0.127
H -0.083 -34.987 -1.328 0.148
H -0.920 -33.728 -2.268 0.143
H 1.375 -31.896 -0.387 0.131
H -0.028 -32.896 -0.117 0.139
H -0.055 -30.245 -1.220 0.133
H -1.392 -31.281 -1.563 0.112
H 0.447 -30.390 -3.430 0.135
H -0.595 -31.835 -3.707 0.104
H 2.245 -31.857 -2.737 0.143
H 1.551 -32.932 -3.915 0.122
H 3.118 -33.063 -1.209 0.118
H 2.757 -34.537 -2.144 0.086
H 2.285 -34.479 -0.494 0.128
C -23.476 -51.847 -6.709 0.116
N -22.517 -50.628 -6.498 -0.051
C -21.284 -50.670 -6.968 0.015
C -20.350 -49.682 -6.684 0.074
C -20.795 -48.539 -5.991 -0.137
C -22.126 -48.444 -5.625 0.054
C -22.906 -49.552 -5.847 0.003
C -19.836 -47.490 -5.574 -0.107
C -19.869 -46.947 -4.303 0.072
C -18.989 -45.884 -3.980 0.026
N -18.181 -45.409 -4.883 -0.097
C -18.083 -45.912 -6.122 0.001
C -18.911 -46.916 -6.513 0.071
C -17.305 -44.273 -4.581 0.024
H -24.173 -51.537 -7.546 0.146
H -24.075 -51.890 -5.811 0.102
H -22.877 -52.727 -6.768 0.099
H -21.117 -51.519 -7.603 0.156
H -19.335 -49.852 -6.987 0.135
H -22.493 -47.519 -5.155 0.155
H -23.910 -49.574 -5.427 0.167
H -20.579 -47.240 -3.527 0.148
H -18.940 -45.467 -2.974 0.169
H -17.434 -45.429 -6.828 0.148
H -18.885 -47.295 -7.529 0.142
H -17.909 -43.401 -4.198 0.134
H -16.663 -43.940 -5.407 0.106
H -16.554 -44.551 -3.803 0.129
C -16.972 -36.588 -6.816 0.051
N -17.395 -35.332 -7.442 -0.080
C -17.063 -34.197 -6.886 0.001
C -17.284 -33.022 -7.521 0.046
C -17.728 -32.961 -8.831 -0.085
C -18.088 -34.222 -9.373 0.058
C -18.041 -35.352 -8.619 0.022
C -17.552 -31.688 -9.589 -0.107
C -17.681 -30.446 -8.963 0.054
C -17.321 -29.348 -9.680 0.042
N -16.905 -29.422 -10.969 -0.067
C -16.858 -30.578 -11.613 0.025
C -17.143 -31.746 -10.924 0.061
C -16.545 -28.211 -11.705 0.044
H -15.928 -36.749 -7.062 0.117
H -17.521 -37.386 -7.326 0.108
H -17.196 -36.597 -5.720 0.138
H -16.652 -34.228 -5.909 0.156
H -17.085 -32.093 -6.968 0.146
H -18.651 -34.343 -10.304 0.153
H -18.346 -36.285 -9.020 0.149
H -17.976 -30.245 -7.948 0.143
H -17.353 -28.351 -9.269 0.161
H -16.673 -30.607 -12.691 0.173
H -17.073 -32.720 -11.408 0.138
H -17.152 -28.138 -12.609 0.130
H -15.500 -28.094 -11.928 0.116
H -16.824 -27.330 -11.147 0.110
C -9.555 -42.289 -4.724 0.068
N -9.284 -40.944 -4.169 -0.044
C -9.173 -40.890 -2.824 0.041
C -8.866 -39.731 -2.113 0.046
C -8.653 -38.623 -2.855 -0.186
C -8.629 -38.633 -4.231 0.071
C -8.928 -39.857 -4.857 0.013
C -8.484 -37.387 -2.093 -0.111
C -7.533 -36.374 -2.281 0.026
C -7.549 -35.325 -1.432 -0.025
N -8.434 -35.206 -0.441 -0.060
C -9.370 -36.144 -0.236 0.014
C -9.395 -37.255 -1.018 0.014
C -8.284 -34.183 0.602 0.021
H -9.589 -42.111 -5.779 0.083
H -10.500 -42.695 -4.320 0.123
H -8.676 -42.891 -4.441 0.121
H -9.346 -41.833 -2.365 0.081
H -8.704 -39.655 -1.032 0.135
H -8.472 -37.816 -4.966 0.150
H -9.080 -39.935 -5.921 0.083
H -6.666 -36.491 -2.892 0.116
H -6.716 -34.626 -1.530 0.158
H -10.188 -35.926 0.487 0.177
H -10.122 -38.024 -0.760 0.141
H -9.267 -33.786 0.800 0.108
H -7.728 -33.366 0.214 0.095
H -7.850 -34.734 1.428 0.087
C -5.334 -37.279 6.179 0.055
N -6.597 -38.029 5.902 -0.051
C -6.932 -39.150 6.592 0.026
C -8.057 -39.820 6.270 0.039
C -8.955 -39.315 5.325 -0.101
C -8.660 -38.056 4.799 0.050
C -7.432 -37.457 5.055 0.021
C -10.166 -40.078 4.868 -0.106
C -11.403 -39.398 4.828 0.066
C -12.577 -40.126 4.693 0.015
N -12.562 -41.430 4.422 -0.069
C -11.411 -42.010 4.270 -0.013
C -10.185 -41.433 4.521 0.059
C -13.897 -42.043 4.251 0.065
H -4.617 -37.378 5.349 0.118
H -4.810 -37.781 6.998 0.108
H -5.404 -36.244 6.412 0.105
H -6.205 -39.526 7.322 0.168
H -8.180 -40.726 6.796 0.131
H -9.301 -37.611 4.059 0.107
H -7.155 -36.538 4.527 0.154
H -11.522 -38.375 5.225 0.155
H -13.538 -39.665 4.753 0.152
H -11.373 -43.056 3.953 0.164
H -9.248 -42.045 4.420 0.161
H -14.486 -41.979 5.159 0.123
H -13.692 -43.063 3.945 0.110
H -14.416 -41.577 3.430 0.111
C -7.191 -30.744 -7.531 0.065
N -7.591 -31.817 -8.486 -0.095
C -7.943 -32.991 -8.016 -0.004
C -8.369 -34.025 -8.859 0.069
C -8.393 -33.723 -10.229 -0.123
C -8.044 -32.458 -10.698 0.072
C -7.674 -31.470 -9.780 0.043
C -8.706 -34.828 -11.199 -0.124
C -9.679 -34.767 -12.162 0.049
C -9.984 -35.891 -12.928 0.034
N -9.409 -37.052 -12.617 -0.058
C -8.458 -37.168 -11.692 0.009
C -8.061 -36.065 -10.970 0.056
C -9.854 -38.272 -13.378 0.080
H -6.792 -31.219 -6.659 0.098
H -8.092 -30.218 -7.308 0.112
H -6.441 -30.106 -8.004 0.122
H -7.876 -33.079 -6.920 0.160
H -8.514 -35.073 -8.432 0.165
H -8.082 -32.138 -11.723 0.142
H -7.368 -30.453 -10.029 0.166
H -10.092 -33.829 -12.460 0.131
H -10.658 -35.854 -13.792 0.164
H -8.084 -38.178 -11.438 0.122
H -7.219 -36.136 -10.312 0.135
H -9.044 -38.919 -13.588 0.100
H -10.373 -37.935 -14.287 0.116
H -10.566 -38.767 -12.719 0.118
C -4.455 -39.565 -11.244 -0.071
C -3.155 -40.067 -10.729 -0.180
N -3.300 -40.983 -9.550 -0.281
C -4.088 -42.219 -9.864 0.027
C -1.972 -41.356 -8.985 -0.187
C -0.980 -41.842 -9.971 -0.061
C -4.023 -40.344 -8.399 -0.106
C -3.326 -39.141 -7.826 -0.179
O -4.394 -38.484 -7.115 -0.207
C -3.902 -37.596 -6.081 -0.067
H -5.017 -38.944 -10.535 0.073
H -5.108 -40.372 -11.680 0.110
H -4.177 -38.837 -12.049 0.112
H -2.433 -39.247 -10.489 0.151
H -2.611 -40.659 -11.513 0.151
H -5.108 -41.875 -10.090 0.097
H -4.108 -42.894 -9.012 0.116
H -3.739 -42.811 -10.738 0.134
H -2.196 -42.102 -8.248 0.133
H -1.536 -40.491 -8.445 0.136
H -0.534 -41.130 -10.682 0.100
H -1.316 -42.619 -10.655 0.093
H -0.092 -42.193 -9.453 0.104
H -4.217 -41.133 -7.673 0.149
H -5.033 -40.137 -8.807 0.110
H -2.983 -38.392 -8.565 0.141
H -2.538 -39.360 -7.101 0.123
H -3.233 -38.225 -5.450 0.079
H -4.716 -37.242 -5.502 0.068
H -3.345 -36.758 -6.507 0.087
C -10.547 -28.851 6.483 -0.039
C -11.605 -28.136 5.656 -0.153
N -12.525 -29.059 4.894 -0.240
C -13.354 -28.179 4.047 -0.014
C -11.712 -29.962 3.872 -0.128
C -12.563 -30.782 2.924 -0.065
C -13.358 -30.042 5.772 -0.045
C -14.128 -29.426 6.941 -0.274
O -15.122 -28.636 6.458 -0.197
C -15.809 -27.956 7.564 -0.021
H -9.950 -29.524 5.845 0.080
H -10.919 -29.424 7.317 0.078
H -9.884 -28.098 6.914 0.103
H -11.096 -27.547 4.910 0.136
H -12.247 -27.553 6.270 0.120
H -12.807 -27.855 3.175 0.105
H -13.619 -27.297 4.611 0.108
H -14.281 -28.703 3.699 0.132
H -11.069 -30.590 4.508 0.110
H -11.182 -29.219 3.307 0.123
H -11.845 -31.471 2.535 0.060
H -13.028 -30.202 2.135 0.084
H -13.318 -31.379 3.405 0.073
H -12.628 -30.652 6.269 0.123
H -14.075 -30.600 5.165 0.133
H -13.436 -28.838 7.557 0.119
H -14.552 -30.231 7.598 0.156
H -15.027 -27.496 8.215 0.103
H -16.371 -28.735 8.145 0.113
H -16.421 -27.169 7.167 0.088
N -9.614 -40.278 -8.233 -0.318
S -8.129 -40.093 -8.657 0.511
O -7.988 -39.424 -9.928 -0.330
O -7.348 -41.300 -8.317 -0.302
F -7.590 -38.972 -7.657 -0.199
S -10.831 -39.177 -8.230 0.589
O -11.234 -38.923 -6.874 -0.275
O -11.675 -39.330 -9.365 -0.269
F -10.100 -37.785 -8.718 -0.245
N -4.986 -37.197 -0.646 -0.317
S -4.354 -36.747 0.793 0.516
O -2.999 -36.311 0.728 -0.260
O -4.535 -37.705 1.820 -0.280
F -5.290 -35.467 0.998 -0.178
S -5.149 -38.719 -0.894 0.550
O -6.425 -39.266 -0.605 -0.264
O -3.929 -39.411 -0.712 -0.275
F -5.137 -38.753 -2.706 -0.310
N -10.679 -44.017 0.563 -0.318
S -11.789 -43.455 -0.395 0.533
O -12.746 -44.446 -0.799 -0.277
O -11.232 -42.676 -1.491 -0.313
F -12.643 -42.577 0.662 -0.204
S -9.311 -44.317 -0.072 0.432
O -8.665 -43.207 -0.689 -0.304
O -9.429 -45.543 -0.806 -0.295
F -8.390 -44.746 1.112 -0.157
N -12.856 -38.627 -3.827 -0.315
S -13.913 -39.436 -3.176 0.421
O -14.090 -39.265 -1.759 -0.277
O -13.769 -40.845 -3.594 -0.336
F -15.141 -39.039 -3.985 -0.152
S -12.148 -37.213 -3.866 0.629
O -11.578 -36.874 -5.169 -0.314
O -11.514 -36.743 -2.657 -0.293
F -13.524 -36.210 -3.719 -0.274
N -8.940 -32.837 3.581 -0.317
S -9.924 -33.853 4.288 0.572
O -9.525 -35.255 3.970 -0.369
O -11.335 -33.594 4.037 -0.299
F -9.821 -33.675 5.888 -0.175
S -7.409 -32.488 3.466 0.520
O -6.784 -31.950 4.637 -0.256
O -7.229 -31.702 2.306 -0.269
F -6.599 -33.943 3.233 -0.249
```

***

No. 2
Below is a molecular structure, C10Cl4HgN3O2, with properties calculated with ωB97M-V/def2-TZVPD.

Summary:
E_LUMO (spin up / spin down) = 0.152 / 0.143 hartree
<S²> = 0.771
Total charge = -2
Spin multiplicity = 2
Frontier orbital gap (spin up / spin down) = 6.182 / 6.392 eV
F_max = 0.17 eV/A
Relative energy (zero: lowest compared OMol25 entry of this formula, charge and spin) = 11.18 kcal per mole

The geometry in XYZ format:
```
20
Properties=species:S:1:pos:R:3:nbo_charge:R:1
Hg 0.011 -2.805 -1.558 0.004
Cl -1.566 4.927 -2.263 -0.006
C -0.717 3.415 -2.351 -0.106
C 0.705 3.420 -2.348 -0.093
Cl 1.545 4.936 -2.257 -0.007
C 1.402 2.243 -2.427 -0.161
Cl 3.132 2.227 -2.442 -0.002
C 0.753 0.952 -2.545 0.337
O 1.380 -0.103 -2.658 -0.572
C -0.749 0.947 -2.548 0.337
O -1.369 -0.111 -2.664 -0.572
C -1.407 2.235 -2.433 -0.157
Cl -3.136 2.208 -2.455 -0.002
N 0.004 -3.836 1.860 -0.423
C 0.003 -3.628 2.999 0.314
C 0.002 -3.470 4.404 -0.624
C -0.009 -2.202 5.016 0.328
N -0.018 -1.174 5.551 -0.457
C 0.012 -4.619 5.221 0.334
N 0.020 -5.560 5.897 -0.473
```